Molecular formula: C21H31NOP2PrS
Method: DFT, wB97M-V/def2-TZVPD

Last column: Mulliken spin population.
Cartesian coordinates (Å):
C (4.0908, 1.2713, 1.4308)  -0.001
C (3.1184, 1.0941, 0.4639)  0.002
C (2.9028, -0.2059, -0.1091)  -0.002
C (3.6250, -1.3322, 0.4305)  -0.001
C (4.5924, -1.0971, 1.4421)  0.001
C (4.8320, 0.1810, 1.9178)  0.000
C (3.2719, -2.6006, -0.0339)  0.003
C (2.2791, -2.7851, -0.9994)  -0.005
C (1.6215, -1.6036, -1.5103)  0.003
C (0.5197, -1.7539, -2.4224)  -0.001
C (0.1458, -3.0194, -2.8395)  0.001
C (0.8078, -4.1689, -2.3685)  0.000
C (1.8485, -4.0571, -1.4609)  0.001
H (4.2618, 2.2684, 1.8374)  0.000
H (5.1494, -1.9463, 1.8268)  0.000
H (5.5816, 0.3648, 2.6766)  0.000
H (3.7833, -3.4668, 0.3683)  0.000
H (-0.6927, -3.1229, -3.5287)  0.000
H (0.4869, -5.1388, -2.7310)  0.000
H (2.3625, -4.9409, -1.0916)  0.000
N (1.9355, -0.3824, -1.0334)  0.000
Pr (-0.8730, -0.1577, 1.4031)  2.051
C (2.2706, 2.2484, -0.0148)  0.000
H (1.9727, 2.0967, -1.0659)  0.000
H (2.7702, 3.2188, 0.1024)  0.000
C (-0.2149, -0.5162, -2.8844)  -0.001
H (0.5011, 0.3150, -2.9826)  0.000
H (-0.6712, -0.6767, -3.8713)  0.000
P (0.6459, 2.3479, 0.8584)  -0.003
P (-1.4637, 0.0830, -1.6414)  0.001
C (-2.8249, -1.1264, -1.9123)  0.000
H (-3.6937, -0.8435, -1.2957)  0.000
H (-3.1414, -1.1943, -2.9647)  0.000
H (-2.4908, -2.1216, -1.5833)  0.000
C (-2.1040, 1.6038, -2.4623)  -0.001
H (-2.4792, 1.4437, -3.4882)  0.000
H (-2.9304, 2.0004, -1.8492)  0.000
H (-1.3100, 2.3684, -2.5023)  0.000
C (1.1528, 2.7465, 2.5863)  -0.001
H (1.8309, 3.6150, 2.6165)  0.000
H (0.2438, 2.9549, 3.1749)  0.001
H (1.6567, 1.8554, 2.9972)  -0.001
C (-0.0972, 3.9075, 0.2582)  -0.001
H (-1.0479, 4.0536, 0.8100)  0.000
H (0.5883, 4.7538, 0.4524)  0.000
H (-0.3065, 3.8156, -0.8261)  0.000
H (0.7048, -1.2303, 1.1337)  -0.022
H (-0.5283, 0.7073, 3.2392)  -0.024
C (-5.3237, -1.3127, 1.9791)  0.000
S (-3.7626, -0.6528, 1.4478)  0.002
C (-3.9441, 1.1446, 1.7863)  0.002
O (-2.7025, -1.0662, 2.5269)  -0.003
H (-6.0732, -0.9480, 1.2898)  0.000
H (-5.5832, -1.0150, 2.9931)  0.000
H (-5.3060, -2.4048, 1.9159)  0.000
H (-4.0802, 1.2883, 2.8692)  0.001
H (-3.0700, 1.7362, 1.4292)  -0.002
H (-4.8394, 1.4037, 1.2093)  0.001

Cartesian forces (eV/Å) of the 3 atoms listed first:
C -0.95 0.10 -0.72
C 0.33 0.49 -0.07
C -0.57 -1.01 0.06

Summary:
Kohn-Sham gap (alpha / beta) ... 7.2 / 7.2 eV
Charge ... +1
Total energy ... -2546.405905 Ha
HOMO level (alpha / beta) ... -0.3710 / -0.3710 Ha
Spin multiplicity ... 3